(1)
{
  "formula": "C35H87BrNO9S",
  "method": "ωB97M-V/def2-TZVPD",
  "charge": 1,
  "species": ["N", "C", "S", "C", "C", "O", "Br", "H", "H", "H", "H", "H", "H", "H", "C", "C", "O", "C", "C", "H", "H", "H", "H", "H", "H", "H", "H", "H", "H", "C", "C", "O", "C", "C", "H", "H", "H", "H", "H", "H", "H", "H", "H", "H", "C", "C", "O", "C", "C", "H", "H", "H", "H", "H", "H", "H", "H", "H", "H", "C", "C", "O", "C", "C", "H", "H", "H", "H", "H", "H", "H", "H", "H", "H", "C", "C", "O", "C", "C", "H", "H", "H", "H", "H", "H", "H", "H", "H", "H", "C", "C", "O", "C", "C", "H", "H", "H", "H", "H", "H", "H", "H", "H", "H", "C", "C", "O", "C", "C", "H", "H", "H", "H", "H", "H", "H", "H", "H", "H", "C", "C", "O", "C", "C", "H", "H", "H", "H", "H", "H", "H", "H", "H", "H"],
  "xyz": [[2.373, -4.605, 1.947], [1.342, -5.264, 1.006], [-0.343, -5.329, 1.823], [-1.664, -4.433, 0.829], [-3.107, -4.757, 1.609], [-3.579, -3.903, 2.522], [-4.202, -6.423, 1.213], [2.702, -3.706, 1.530], [3.206, -5.243, 1.945], [1.359, -4.791, -0.067], [1.711, -6.396, 0.915], [-0.741, -6.681, 1.812], [-1.479, -3.280, 0.898], [-1.685, -4.788, -0.292], [1.670, 0.916, -1.182], [1.313, -0.560, -1.166], [0.380, -0.909, -0.144], [-0.892, -0.267, -0.201], [-1.654, -0.544, -1.485], [2.076, 1.223, -0.213], [2.417, 1.119, -1.956], [0.800, 1.544, -1.386], [2.222, -1.140, -0.969], [0.944, -0.890, -2.143], [-0.778, 0.810, -0.032], [-1.473, -0.651, 0.644], [-1.123, -0.170, -2.364], [-2.636, -0.061, -1.458], [-1.795, -1.621, -1.621], [1.886, 4.240, 2.579], [0.976, 5.323, 2.028], [0.177, 4.887, 0.927], [-0.717, 3.807, 1.181], [-1.740, 4.107, 2.262], [2.546, 3.857, 1.794], [2.503, 4.639, 3.392], [1.321, 3.393, 2.975], [1.593, 6.148, 1.657], [0.339, 5.744, 2.812], [-0.153, 2.897, 1.412], [-1.245, 3.612, 0.241], [-1.268, 4.301, 3.229], [-2.423, 3.262, 2.387], [-2.324, 4.997, 2.000], [3.353, 5.292, 7.860], [3.746, 5.298, 6.393], [2.990, 6.219, 5.606], [3.083, 7.593, 5.974], [4.495, 8.146, 5.904], [2.289, 5.062, 7.971], [3.935, 4.542, 8.407], [3.530, 6.261, 8.334], [3.559, 4.304, 5.975], [4.817, 5.488, 6.269], [2.646, 7.747, 6.966], [2.452, 8.147, 5.271], [5.169, 7.634, 6.596], [4.501, 9.210, 6.157], [4.906, 8.020, 4.896], [-0.769, 8.363, 3.633], [-0.486, 9.750, 4.181], [0.550, 10.438, 3.479], [0.326, 10.675, 2.092], [-0.908, 11.514, 1.811], [0.137, 7.750, 3.652], [-1.541, 7.867, 4.232], [-1.121, 8.396, 2.599], [-0.150, 9.657, 5.219], [-1.394, 10.361, 4.206], [0.291, 9.725, 1.548], [1.207, 11.209, 1.720], [-1.822, 11.023, 2.152], [-1.008, 11.698, 0.737], [-0.841, 12.477, 2.328], [3.616, -2.037, -6.411], [2.254, -2.033, -5.741], [1.972, -0.826, -5.033], [1.959, 0.373, -5.804], [0.926, 0.367, -6.917], [4.407, -1.867, -5.674], [3.796, -2.999, -6.904], [3.701, -1.254, -7.169], [2.223, -2.842, -5.003], [1.456, -2.243, -6.460], [2.961, 0.580, -6.195], [1.725, 1.187, -5.111], [1.118, -0.423, -7.648], [0.933, 1.323, -7.449], [-0.076, 0.198, -6.508], [-6.850, -1.958, 6.143], [-8.034, -2.608, 5.452], [-8.051, -2.403, 4.039], [-6.932, -2.906, 3.312], [-6.745, -4.407, 3.449], [-6.832, -0.882, 5.943], [-6.910, -2.112, 7.226], [-5.899, -2.371, 5.800], [-8.957, -2.165, 5.841], [-8.088, -3.678, 5.677], [-6.023, -2.366, 3.599], [-7.112, -2.668, 2.259], [-6.551, -4.702, 4.483], [-5.899, -4.743, 2.841], [-7.647, -4.936, 3.122], [7.894, -3.967, -5.024], [6.710, -4.617, -5.716], [6.694, -4.412, -7.129], [7.813, -4.915, -7.855], [8.000, -6.416, -7.719], [7.913, -2.891, -5.225], [7.835, -4.121, -3.941], [8.846, -4.380, -5.367], [5.788, -4.174, -5.326], [6.657, -5.687, -5.490], [8.722, -4.375, -7.569], [7.633, -4.677, -8.909], [8.194, -6.711, -6.685], [8.846, -6.752, -8.327], [7.098, -6.945, -8.046], [-6.656, -6.793, -1.909], [-5.409, -6.474, -2.713], [-4.667, -7.632, -3.097], [-5.350, -8.578, -3.916], [-5.822, -8.006, -5.241], [-6.397, -7.361, -1.010], [-7.162, -5.870, -1.607], [-7.368, -7.392, -2.481], [-4.738, -5.865, -2.097], [-5.648, -5.870, -3.595], [-6.180, -9.028, -3.360], [-4.640, -9.388, -4.115], [-6.544, -7.198, -5.103], [-6.302, -8.784, -5.843], [-4.976, -7.596, -5.804]],
  "atomic_forces_ev_per_a": [[-0.6, -0.9, -2.1], [3.4, -1.0, -0.9], [-0.4, 0.2, 0.3], [-1.5, -0.1, -0.9], [-2.4, 4.8, 4.9], [3.6, -5.8, -6.4], [1.7, 1.8, 0.1], [-0.6, -0.9, 0.5], [-1.2, 0.9, 0.2], [-0.7, -0.9, 2.1], [-1.3, 2.4, 0.1], [0.4, 1.3, -0.6], [-0.1, -2.2, 0.1], [0.0, 0.6, 2.3], [0.0, 0.1, 0.0], [0.1, 0.1, -0.2], [-0.1, -0.4, 0.3], [0.0, 0.1, -0.1], [0.0, 0.0, -0.2], [0.0, 0.0, -0.1], [-0.1, -0.1, 0.1], [0.1, 0.0, -0.1], [-0.2, 0.0, 0.1], [0.0, 0.1, 0.0], [0.0, 0.0, -0.1], [0.2, 0.0, 0.1], [-0.1, 0.0, 0.1], [0.1, -0.1, 0.0], [0.0, 0.1, 0.0], [0.1, -0.1, 0.1], [0.0, -0.1, 0.0], [-0.1, -0.1, -0.1], [0.1, 0.2, 0.0], [0.0, 0.1, 0.2], [0.0, 0.1, 0.0], [-0.1, 0.0, -0.1], [0.0, 0.1, 0.1], [-0.2, -0.1, -0.1], [0.0, -0.1, 0.0], [0.0, 0.0, 0.1], [0.2, 0.2, 0.0], [0.0, -0.1, -0.1], [0.1, 0.1, 0.0], [0.1, -0.2, 0.0], [0.0, 0.1, 0.2], [-0.1, 0.1, 0.0], [0.0, -0.2, -0.1], [0.0, 0.0, 0.0], [0.2, -0.1, 0.0], [0.1, 0.0, 0.0], [-0.1, 0.1, -0.1], [0.1, -0.1, 0.0], [-0.1, 0.2, -0.1], [0.0, 0.0, 0.1], [0.1, 0.0, 0.0], [0.0, -0.3, 0.0], [-0.1, 0.1, 0.0], [0.0, -0.1, -0.1], [-0.1, 0.1, 0.1], [0.0, -0.1, -0.1], [0.1, 0.1, -0.1], [0.0, 0.0, 0.1], [0.0, 0.0, 0.1], [-0.2, 0.1, 0.1], [-0.1, 0.1, 0.1], [0.1, 0.1, 0.0], [-0.1, 0.0, 0.1], [0.1, 0.2, -0.2], [0.0, -0.1, -0.1], [-0.1, 0.0, 0.0], [0.0, -0.1, 0.3], [0.0, 0.0, -0.1], [0.0, 0.0, 0.1], [0.0, -0.1, -0.1], [0.1, 0.0, -0.1], [0.1, 0.1, 0.0], [-0.1, -0.1, 0.2], [0.0, 0.0, -0.1], [-0.1, -0.1, -0.1], [-0.1, -0.1, -0.1], [0.0, 0.1, 0.1], [0.0, -0.1, 0.0], [-0.1, 0.2, 0.1], [0.1, 0.0, -0.1], [0.0, 0.0, -0.1], [0.1, -0.3, 0.1], [0.0, 0.1, 0.0], [0.0, -0.1, 0.1], [0.1, 0.1, 0.0], [0.2, 0.1, 0.0], [0.0, 0.1, -0.1], [0.0, 0.0, -0.1], [-0.1, 0.0, 0.1], [-0.1, -0.2, 0.1], [0.0, -0.1, 0.0], [0.0, 0.0, -0.2], [0.0, 0.0, 0.1], [0.1, 0.0, -0.3], [0.1, 0.0, 0.0], [0.0, -0.1, 0.0], [-0.2, 0.1, 0.2], [0.1, 0.0, -0.1], [-0.2, 0.1, 0.1], [0.1, 0.1, 0.0], [0.2, 0.1, 0.0], [0.1, 0.1, -0.2], [-0.2, 0.0, 0.1], [0.0, 0.0, 0.0], [-0.1, -0.1, 0.1], [0.0, -0.1, 0.0], [0.0, 0.0, -0.1], [-0.1, 0.0, 0.1], [0.0, 0.0, -0.3], [0.1, 0.0, 0.0], [0.0, -0.1, 0.0], [-0.2, 0.1, 0.2], [0.1, 0.0, -0.1], [-0.1, 0.1, 0.1], [0.1, 0.1, 0.0], [-0.1, 0.0, 0.0], [0.0, -0.2, -0.1], [0.2, 0.2, 0.2], [-0.1, 0.0, -0.1], [0.0, 0.2, -0.1], [0.0, 0.1, -0.1], [0.1, -0.1, 0.0], [0.0, 0.1, 0.0], [0.1, -0.2, -0.1], [-0.1, 0.0, 0.0], [0.0, 0.1, -0.1], [0.0, 0.2, 0.2], [0.0, -0.1, 0.0], [0.1, 0.1, 0.1], [-0.1, -0.1, 0.1]]
}

(2)
{
  "formula": "C35H88O17",
  "method": "ωB97M-V/def2-TZVPD",
  "charge": 1,
  "spin_multiplicity": 2,
  "species": ["C", "C", "C", "O", "C", "H", "H", "H", "H", "H", "H", "H", "H", "C", "C", "C", "O", "C", "H", "H", "H", "H", "H", "H", "H", "H", "C", "O", "H", "H", "H", "H", "C", "O", "H", "H", "H", "H", "C", "O", "H", "H", "H", "H", "C", "O", "C", "C", "O", "C", "H", "H", "H", "H", "H", "H", "H", "H", "H", "H", "C", "O", "C", "C", "O", "C", "H", "H", "H", "H", "H", "H", "H", "H", "H", "H", "C", "O", "C", "C", "O", "C", "H", "H", "H", "H", "H", "H", "H", "H", "H", "H", "C", "O", "C", "C", "O", "C", "H", "H", "H", "H", "H", "H", "H", "H", "H", "H", "C", "O", "C", "C", "O", "C", "H", "H", "H", "H", "H", "H", "H", "H", "H", "H", "C", "O", "C", "C", "O", "C", "H", "H", "H", "H", "H", "H", "H", "H", "H", "H"],
  "xyz": [[4.551, 3.583, 1.294], [3.730, 2.538, 2.029], [2.332, 3.130, 2.227], [2.708, 4.541, 2.474], [3.732, 4.911, 1.545], [4.521, 3.383, 0.223], [5.564, 3.616, 1.695], [4.060, 2.472, 3.066], [3.628, 1.546, 1.588], [1.849, 2.670, 3.089], [1.680, 3.011, 1.361], [4.351, 5.680, 2.007], [3.136, 5.256, 0.701], [0.879, -0.763, 0.051], [0.713, -0.229, -1.367], [0.015, 1.189, -1.310], [-0.068, 1.481, 0.077], [0.061, 0.290, 0.859], [1.883, -0.883, 0.459], [0.540, -1.798, 0.097], [0.072, -0.921, -1.913], [1.638, -0.138, -1.936], [-0.986, 1.092, -1.730], [0.497, 2.004, -1.850], [-0.925, -0.125, 1.068], [0.502, 0.400, 1.849], [1.732, -4.691, 1.584], [0.835, -4.811, 2.697], [1.603, -3.717, 1.111], [2.785, -4.853, 1.814], [1.430, -5.475, 0.890], [0.539, -5.723, 2.741], [-1.919, -3.837, -4.911], [-1.226, -2.714, -4.330], [-1.212, -4.660, -5.020], [-2.775, -4.052, -4.271], [-2.289, -3.533, -5.889], [-0.913, -2.932, -3.449], [-2.192, -2.049, 3.555], [-3.432, -1.722, 3.947], [-1.375, -1.564, 4.088], [-2.074, -3.110, 3.337], [-2.022, -1.735, 2.525], [-3.309, -1.228, 4.761], [-9.130, -1.858, 1.579], [-7.913, -1.083, 1.686], [-6.998, -1.507, 0.717], [-5.731, -0.683, 1.035], [-4.846, -0.684, -0.087], [-3.586, -0.121, 0.169], [-9.748, -1.839, 0.682], [-9.771, -1.404, 2.334], [-9.166, -2.860, 2.006], [-7.289, -1.177, -0.280], [-6.736, -2.564, 0.670], [-5.266, -1.184, 1.884], [-6.001, 0.353, 1.243], [-3.535, 0.951, 0.360], [-2.867, -0.307, -0.629], [-3.171, -0.299, 1.161], [1.414, 1.968, 5.878], [2.115, 0.730, 5.466], [1.274, -0.408, 5.157], [2.204, -1.493, 4.630], [2.835, -0.921, 3.488], [3.578, -1.882, 2.748], [2.118, 2.798, 5.941], [0.875, 1.816, 6.813], [0.631, 2.115, 5.133], [0.580, -0.119, 4.367], [0.747, -0.684, 6.070], [1.663, -2.409, 4.393], [3.011, -1.686, 5.336], [4.436, -2.077, 3.392], [3.882, -1.498, 1.775], [3.040, -2.814, 2.575], [6.924, 4.088, -1.557], [7.161, 4.320, -2.962], [5.986, 4.693, -3.748], [4.928, 3.490, -3.754], [4.108, 3.618, -2.584], [2.970, 2.803, -2.480], [6.772, 3.032, -1.336], [6.130, 4.657, -1.074], [7.876, 4.301, -1.070], [6.448, 5.005, -4.685], [5.601, 5.565, -3.218], [5.435, 2.525, -3.744], [4.383, 3.625, -4.688], [2.556, 2.987, -1.488], [3.251, 1.753, -2.562], [2.176, 2.911, -3.218], [4.876, -0.261, -5.047], [3.677, -0.920, -5.306], [2.521, -0.030, -5.353], [1.255, -0.754, -5.857], [1.395, -1.287, -7.142], [1.202, -2.651, -7.274], [5.554, -1.004, -4.627], [4.731, 0.561, -4.346], [5.091, 0.274, -5.972], [2.795, 0.847, -5.939], [2.439, 0.271, -4.308], [0.483, 0.015, -5.886], [0.932, -1.504, -5.135], [1.961, -3.275, -6.802], [1.199, -2.984, -8.311], [0.193, -2.853, -6.915], [-5.211, -3.412, -2.355], [-3.952, -3.985, -2.106], [-3.331, -3.361, -1.014], [-2.110, -4.129, -0.713], [-1.203, -3.844, -1.781], [-0.265, -4.878, -2.062], [-5.666, -3.928, -3.200], [-5.202, -2.355, -2.620], [-5.851, -3.693, -1.519], [-3.888, -3.195, -0.092], [-3.017, -2.348, -1.266], [-2.300, -5.201, -0.664], [-1.695, -3.733, 0.214], [-0.594, -5.719, -2.672], [0.351, -5.231, -1.235], [0.332, -4.371, -2.820], [-2.901, 3.069, 5.491], [-1.695, 2.612, 4.897], [-1.730, 2.547, 3.483], [-2.299, 3.661, 2.596], [-3.724, 3.748, 2.657], [-4.415, 4.646, 1.765], [-2.550, 3.349, 6.484], [-3.732, 2.366, 5.445], [-3.318, 4.045, 5.243], [-2.193, 1.614, 3.160], [-0.729, 2.305, 3.125], [-1.920, 3.571, 1.578], [-1.873, 4.625, 2.874], [-4.172, 4.454, 0.720], [-4.194, 5.631, 2.176], [-5.459, 4.619, 2.078]],
  "atomic_forces_ev_per_a": [[-1.0, 0.6, -0.4], [-1.1, -0.4, 0.9], [1.5, 1.3, -0.3], [-0.8, -0.9, 0.6], [-0.6, -1.5, 0.8], [0.4, -0.1, -0.2], [0.0, 0.2, -0.3], [0.5, -0.5, -0.2], [0.5, 0.0, -0.1], [0.0, 0.5, 0.1], [-0.1, 0.3, -0.2], [-0.3, 0.2, -0.2], [0.8, 0.3, -0.7], [-0.2, 0.7, 0.3], [0.1, 0.6, -1.2], [-0.1, -1.9, 0.7], [0.6, 0.3, 0.8], [-0.3, -1.5, -0.1], [0.3, 0.7, -0.4], [-0.7, 0.2, 0.2], [0.0, 0.1, -0.2], [0.2, -0.2, 0.1], [-0.2, 0.1, 0.0], [0.3, -0.1, 0.2], [-0.3, 0.1, -0.2], [0.3, 0.9, -0.2], [-0.9, -0.9, -0.2], [0.5, 0.5, 0.0], [-0.1, 0.0, 0.1], [0.0, 0.1, 0.4], [0.3, 0.2, -0.5], [0.1, 0.0, 0.1], [0.3, 0.9, 0.7], [0.1, 0.4, -1.0], [-0.3, -0.3, 0.0], [0.1, -0.5, -0.1], [0.2, 0.0, 0.0], [-0.5, -0.2, 0.2], [2.6, -0.8, -2.8], [-2.1, 1.0, 1.5], [0.0, -0.5, 0.5], [0.3, -0.5, 1.2], [0.0, 0.8, -0.5], [-0.7, 0.0, 0.1], [-1.2, 1.1, 2.2], [-1.5, -2.1, -0.8], [1.8, 1.9, -0.7], [0.1, -0.6, -0.4], [0.2, -0.2, 0.0], [0.4, 1.0, 0.9], [0.8, 0.3, -0.6], [-0.2, 0.5, -0.1], [1.2, -0.5, -0.5], [-0.4, -0.2, -0.3], [-0.4, -0.2, 0.4], [0.3, 0.4, 0.3], [-0.2, 0.0, 0.4], [-1.0, 0.9, -0.9], [-0.2, -0.4, 0.1], [0.1, -1.6, 0.2], [-0.3, -2.2, -0.9], [-0.3, 0.8, 0.4], [1.1, 1.3, 0.4], [0.4, 1.1, 0.0], [-0.8, -0.3, -1.3], [0.1, 0.2, 1.0], [0.0, -0.3, -0.1], [0.2, 0.0, 0.3], [0.1, 0.6, -0.1], [-0.3, 0.0, -0.1], [-0.2, -0.4, -0.1], [-0.1, -0.1, -0.1], [-0.2, -0.3, 0.5], [0.5, -0.5, -0.5], [0.0, 0.3, 0.2], [-0.2, 0.1, 0.2], [0.9, 0.7, 0.2], [-1.7, -0.6, 1.0], [1.1, -0.4, 0.7], [-0.2, 0.8, 1.3], [1.3, 1.2, -1.4], [-0.3, -1.3, 0.4], [-0.2, -0.5, -0.5], [-0.2, 0.1, -0.7], [0.2, 0.1, -0.1], [-0.5, -0.5, -0.2], [-0.6, 0.0, 0.0], [0.2, 0.0, -0.2], [-0.1, 0.1, -0.1], [0.1, 0.0, -0.1], [0.1, -0.2, 0.3], [0.2, 0.8, -0.3], [-1.1, 0.4, -0.4], [-1.6, -0.4, 0.0], [1.3, -1.4, 0.2], [0.6, 0.4, 0.4], [1.0, 1.2, -0.6], [-0.9, -1.1, -0.1], [0.4, 0.4, -0.5], [-0.1, 0.0, 0.8], [1.3, -0.3, -0.2], [-0.2, 0.1, -0.4], [-0.8, 0.4, 0.1], [-0.3, 0.1, 0.0], [0.1, -0.1, 0.0], [0.0, 0.1, 0.5], [0.1, 0.7, -0.3], [0.0, -0.6, 0.4], [-0.8, -1.0, -0.5], [-0.2, 0.4, 0.2], [0.4, 0.4, -0.1], [0.7, 0.3, -0.3], [0.4, -1.3, 0.6], [0.6, 1.0, -1.4], [0.3, -0.1, -0.2], [0.2, 0.2, 0.5], [-0.3, 0.7, 0.3], [-0.9, -0.6, -0.1], [0.0, 0.2, -0.4], [0.0, 0.0, 0.2], [0.2, -0.3, 0.3], [-1.0, -0.3, 0.6], [-0.2, 0.2, 0.2], [0.9, -0.1, 0.3], [0.4, 0.8, 1.4], [-0.6, 1.0, -1.3], [-0.1, -1.1, -1.2], [-0.2, 1.2, 0.6], [-0.1, -1.1, -0.3], [0.8, 0.1, 2.3], [-0.5, -0.9, 0.6], [0.2, -0.3, 0.2], [0.4, 0.1, -1.3], [-0.9, -0.2, 0.2], [0.5, 0.7, 0.3], [-0.2, -0.7, -0.3], [0.1, 0.3, 0.5], [-0.3, 0.3, 0.0], [0.6, 0.6, -1.0], [-0.2, -0.9, -0.7]]
}

| no. | electronic energy (eV) |
| --- | --- |
| 1 | -138487.345 |
| 2 | -72506.664 |